{"formula": "C76H70F12N10O28", "method": "ωB97M-V with the def2-TZVPD basis set", "elements": ["C", "C", "C", "C", "C", "C", "N", "O", "O", "H", "H", "H", "H", "H", "C", "C", "C", "C", "C", "C", "N", "O", "O", "H", "H", "H", "H", "H", "C", "C", "C", "C", "C", "C", "N", "O", "O", "H", "H", "H", "H", "H", "C", "C", "C", "C", "C", "C", "N", "O", "O", "H", "H", "H", "H", "H", "C", "C", "C", "C", "C", "C", "N", "O", "O", "H", "H", "H", "H", "H", "C", "C", "C", "C", "C", "C", "N", "O", "O", "H", "H", "H", "H", "H", "C", "C", "C", "C", "C", "C", "N", "O", "O", "H", "H", "H", "H", "H", "C", "C", "C", "C", "C", "C", "N", "O", "O", "H", "H", "H", "H", "H", "C", "C", "C", "C", "C", "C", "N", "O", "O", "H", "H", "H", "H", "H", "C", "C", "C", "C", "C", "C", "N", "O", "O", "H", "H", "H", "H", "H", "C", "C", "O", "C", "O", "C", "F", "F", "F", "H", "H", "H", "H", "H", "C", "C", "O", "C", "O", "C", "F", "F", "F", "H", "H", "H", "H", "H", "C", "C", "O", "C", "O", "C", "F", "F", "F", "H", "H", "H", "H", "H", "C", "C", "O", "C", "O", "C", "F", "F", "F", "H", "H", "H", "H", "H"], "positions_angstrom": [[12.980774, 17.427511, 20.050760], [13.219450, 18.755316, 20.223400], [13.681523, 19.520954, 19.143185], [13.865992, 18.820855, 17.959001], [13.415796, 17.508574, 17.760942], [13.086787, 16.754266, 18.881615], [14.446495, 19.593949, 16.790826], [14.537200, 19.070815, 15.675335], [14.828619, 20.690785, 17.097845], [12.653354, 16.894403, 20.964703], [13.068433, 19.348975, 21.081036], [13.964299, 20.566463, 19.135762], [13.525214, 17.018103, 16.786743], [12.783863, 15.722069, 18.688716], [13.052551, 12.664517, 23.307814], [14.315070, 13.099816, 23.564339], [15.107467, 13.695171, 22.574607], [14.623936, 13.775317, 21.310194], [13.367046, 13.252356, 20.984285], [12.585617, 12.769258, 22.037353], [15.406578, 14.401520, 20.247850], [16.501036, 14.955663, 20.500441], [14.944444, 14.318952, 19.116209], [12.489569, 12.174489, 24.109795], [14.722823, 13.078626, 24.537699], [16.151528, 14.068016, 22.731326], [12.930144, 13.302686, 20.009753], [11.660337, 12.288618, 21.821218], [21.407883, 22.403374, 18.883323], [20.480363, 23.472229, 18.828816], [19.148070, 23.243638, 18.844138], [18.760558, 21.923160, 19.104025], [19.660254, 20.856726, 19.161358], [20.976231, 21.130240, 19.033642], [17.317554, 21.708256, 19.242755], [16.867185, 20.756903, 19.844824], [16.626677, 22.503580, 18.647572], [22.440903, 22.648486, 18.829979], [20.849657, 24.473284, 18.790846], [18.336347, 23.929957, 18.695608], [19.295350, 19.818473, 19.261951], [21.768769, 20.317465, 19.162914], [22.816703, 13.943017, 20.216273], [23.812902, 13.461286, 19.365693], [24.854577, 12.670613, 19.927117], [24.732909, 12.389176, 21.315424], [23.747575, 12.870386, 22.161854], [22.769740, 13.663595, 21.570911], [25.822665, 11.641475, 21.908789], [26.749443, 11.310857, 21.198350], [25.604833, 11.354691, 23.061119], [22.046716, 14.525616, 19.785172], [23.754466, 13.622939, 18.295063], [25.640869, 12.187300, 19.314529], [23.686809, 12.541684, 23.191203], [22.021918, 14.094090, 22.169718], [16.812859, 16.371913, 25.558759], [18.051981, 16.790587, 25.056134], [18.223669, 17.236450, 23.745256], [17.057220, 17.404240, 23.042161], [15.762884, 17.031312, 23.543558], [15.623455, 16.542782, 24.838157], [17.063913, 17.782281, 21.599681], [18.144788, 18.040857, 21.086515], [16.037800, 17.901123, 21.020957], [16.756569, 16.024846, 26.575845], [18.876596, 16.678008, 25.790546], [19.157599, 17.457934, 23.287178], [14.842119, 17.065592, 22.981510], [14.596829, 16.358671, 25.139448], [17.816461, 18.987165, 16.556490], [19.097393, 18.771823, 15.917632], [19.902631, 17.704585, 16.236530], [19.422640, 16.791106, 17.199595], [18.216861, 17.001726, 17.840649], [17.378956, 18.055388, 17.478088], [20.129481, 15.538038, 17.388431], [21.139650, 15.166789, 16.772431], [19.653972, 14.822554, 18.232048], [17.244339, 19.839955, 16.250053], [19.417866, 19.481921, 15.151360], [20.732134, 17.468993, 15.554424], [17.843484, 16.257287, 18.486792], [16.491729, 18.218120, 18.083703], [27.061332, 15.188406, 20.313776], [26.904765, 15.088598, 18.968423], [26.162657, 15.996149, 18.297337], [25.572590, 17.037923, 19.008389], [25.653912, 17.075684, 20.381460], [26.343925, 16.081569, 21.038604], [24.807941, 18.015021, 18.311977], [24.288487, 18.849292, 19.045162], [24.770536, 18.004968, 17.100856], [27.766231, 14.503764, 20.803531], [27.421475, 14.249461, 18.461707], [25.988673, 15.812995, 17.246416], [25.102265, 17.930084, 20.788071], [26.426791, 16.203738, 22.108719], [19.172701, 13.227516, 21.118502], [19.723107, 11.953825, 21.340611], [20.225525, 11.632291, 22.565955], [20.254583, 12.566479, 23.584177], [19.677727, 13.843927, 23.433382], [19.193638, 14.166568, 22.134707], [20.816473, 12.137424, 24.925849], [20.824168, 10.951124, 25.216143], [21.140632, 13.011663, 25.658447], [18.695025, 13.450834, 20.207909], [19.700490, 11.150981, 20.532794], [20.719350, 10.731304, 22.887286], [19.692775, 14.524543, 24.246083], [18.697437, 15.087467, 21.970392], [19.671477, 12.257911, 14.197747], [21.007570, 12.032141, 13.955830], [21.877951, 11.710608, 15.008952], [21.368357, 11.714624, 16.299519], [20.046179, 12.094975, 16.560501], [19.172579, 12.272659, 15.513572], [22.265684, 11.324080, 17.383404], [23.443765, 11.198137, 17.169990], [21.761397, 11.139167, 18.468438], [19.032183, 12.467854, 13.357558], [21.301875, 12.078791, 12.941655], [22.921846, 11.517671, 14.790404], [19.619483, 12.080611, 17.605611], [18.118017, 12.449597, 15.729647], [24.010860, 15.711452, 13.466072], [23.981283, 14.671820, 14.412157], [25.011144, 13.747454, 14.383661], [25.970562, 13.853939, 13.331092], [25.957464, 14.847774, 12.339370], [24.950614, 15.810508, 12.483733], [27.035212, 12.775045, 13.278783], [27.029760, 11.964365, 14.163404], [27.820409, 12.749802, 12.368587], [23.217932, 16.489605, 13.505580], [23.315642, 14.637630, 15.246486], [25.200511, 12.967806, 15.076380], [26.766890, 14.983797, 11.616763], [25.068322, 16.654767, 11.753416], [21.040320, 17.487586, 20.478690], [21.721191, 18.434683, 21.515374], [21.937686, 17.586609, 22.730579], [23.154546, 17.638352, 23.302355], [24.083396, 18.198289, 22.838755], [23.338734, 16.709166, 24.483462], [22.204271, 16.062526, 24.816895], [24.205090, 15.712239, 24.137651], [23.899013, 17.341437, 25.558557], [21.738646, 16.897369, 19.909976], [20.529663, 18.080956, 19.738549], [20.357203, 16.806937, 20.983211], [20.972160, 19.199912, 21.774755], [22.623808, 18.925338, 21.289648], [22.658831, 21.813877, 9.865167], [23.320529, 20.573121, 10.439076], [22.961287, 20.540026, 11.854489], [23.528024, 19.630897, 12.598432], [24.186628, 18.705675, 12.259295], [23.228145, 19.937268, 14.143495], [22.529411, 21.082250, 14.342242], [22.580816, 18.914936, 14.736029], [24.376708, 20.114396, 14.786608], [23.160231, 22.676415, 10.307869], [21.573883, 21.784157, 10.096825], [22.712992, 21.858588, 8.751727], [24.387289, 20.641997, 10.433399], [22.926998, 19.651981, 10.022833], [16.611050, 18.976386, 12.810287], [16.749820, 17.591134, 12.095697], [18.154707, 17.215155, 12.579371], [18.612828, 16.143929, 12.015522], [18.083169, 15.426235, 11.250696], [20.073053, 15.980522, 12.415501], [20.519882, 14.807644, 12.047781], [20.816509, 16.852112, 11.715377], [20.407825, 16.215562, 13.702681], [15.577542, 19.281038, 12.602146], [17.202737, 19.694610, 12.285368], [16.837712, 19.010453, 13.916847], [16.864758, 17.646223, 11.056517], [16.040917, 16.773408, 12.309318], [15.559652, 11.444465, 13.255174], [16.109402, 12.691548, 12.587140], [16.771206, 13.610754, 13.569976], [15.838478, 14.272586, 14.316903], [14.671310, 14.264628, 14.141626], [16.472879, 15.081125, 15.498819], [16.839818, 14.261244, 16.452117], [17.503187, 15.848153, 15.132158], [15.525945, 15.922752, 15.931969], [14.631796, 11.610102, 13.793144], [16.263081, 11.190146, 14.055073], [15.463019, 10.651659, 12.526397], [15.361092, 13.346783, 12.053561], [16.943386, 12.459421, 11.922030]], "forces_ev_per_angstrom": [[-1.0, -1.2, 3.4], [0.7, 2.2, -2.0], [0.4, -1.1, -0.5], [-0.9, -0.2, -1.2], [1.6, -0.1, -0.4], [-0.6, 0.0, -2.3], [-0.5, -1.4, 0.2], [-0.2, 0.6, 1.3], [0.5, 0.8, -0.8], [0.2, 0.1, -0.6], [-0.3, -0.2, 1.4], [-0.1, -0.1, 0.5], [-0.1, 0.5, 0.4], [0.2, 0.3, 0.6], [0.1, -0.5, 1.3], [1.5, 1.2, -0.3], [1.5, 0.2, 0.9], [-1.1, -0.2, -1.0], [-0.4, 0.5, 1.2], [0.0, -0.6, -1.8], [1.6, 0.6, -1.1], [-2.0, -1.0, 0.0], [0.5, 0.2, 0.8], [0.0, 0.3, -0.4], [0.3, -0.3, 1.0], [-1.2, -0.4, 0.2], [0.2, 0.0, -0.5], [-0.8, 0.1, -0.3], [-0.8, 2.2, 0.1], [1.7, -0.3, -0.3], [-1.1, -1.7, 0.6], [0.5, -0.3, -0.2], [-2.7, -0.7, 0.3], [2.9, -2.1, 0.4], [-0.3, -0.4, -0.8], [0.5, -0.3, 0.4], [-0.6, 0.6, 0.0], [0.7, 0.0, 0.0], [0.2, 0.5, -0.3], [0.2, 0.6, 0.1], [0.0, 0.8, 0.2], [-1.3, 1.0, -0.5], [0.7, -0.3, -0.4], [0.9, -1.1, 1.1], [-1.6, 0.2, 0.3], [0.8, 1.0, -1.9], [-0.6, 0.0, -0.9], [1.3, -0.4, -0.3], [-1.3, -0.3, -0.5], [0.5, -0.1, 0.7], [1.4, -0.8, 0.9], [-0.8, 0.5, -0.4], [0.1, 0.2, 0.1], [-0.6, 0.6, 0.6], [0.2, 0.3, -0.1], [-1.0, 0.4, 0.6], [-0.4, 0.8, 0.1], [0.3, -0.9, 1.2], [-1.0, 0.1, 0.7], [-2.6, -1.2, -0.6], [1.1, 0.2, 0.2], [1.1, 0.4, -1.2], [2.1, 0.9, 0.6], [0.3, -0.4, 0.4], [-1.9, -0.2, -0.6], [0.1, -0.2, 0.2], [-0.3, 0.2, -1.0], [0.7, 0.2, -0.1], [0.3, 0.4, -0.6], [0.4, -0.4, 0.5], [2.1, -0.9, -0.8], [-1.5, 1.0, 0.6], [-0.4, -0.9, -0.6], [0.5, 1.4, -1.5], [0.0, -0.1, -0.8], [0.7, 0.8, 0.8], [1.3, -1.3, 0.1], [-1.0, 1.7, -0.2], [-0.7, -0.8, 1.1], [-0.4, 0.3, 0.1], [-0.1, -0.3, 0.2], [-0.1, 0.1, 1.0], [-0.2, -0.6, 0.9], [-0.1, -0.2, -0.3], [1.2, -1.6, 1.4], [1.4, -1.5, -0.9], [-0.9, 0.3, -1.1], [0.9, -2.0, -0.3], [-1.2, 1.1, -0.6], [0.0, 1.8, 1.2], [0.0, 1.0, 0.4], [-0.7, 0.4, -0.8], [-0.3, 0.1, 0.1], [-0.5, 0.2, 0.0], [-0.5, 0.7, 0.1], [0.0, 0.5, -0.1], [0.5, -0.7, 0.6], [0.1, -0.4, 0.1], [0.8, -1.0, 1.2], [-0.7, -0.9, -1.9], [1.1, 0.1, 1.5], [-0.9, 0.9, 0.2], [0.8, -1.3, -1.6], [0.1, -1.0, 1.5], [-1.4, -1.0, -1.3], [0.1, 0.3, -0.6], [0.7, 1.6, 1.2], [-0.3, 0.3, -1.0], [0.1, 1.3, 1.1], [-0.2, -0.7, -0.7], [-0.1, 0.6, 0.5], [-0.2, 0.9, -0.1], [-0.4, 0.2, 0.8], [-0.2, -0.3, 1.1], [-0.4, 0.4, -0.5], [-0.1, 0.5, -0.9], [-0.5, -1.2, 1.7], [0.1, 0.3, -0.7], [-0.7, 0.2, 0.6], [0.8, 0.0, -0.6], [-0.4, -0.1, 0.5], [-0.3, 0.0, -0.1], [0.8, -0.1, -0.8], [-0.1, -0.1, 0.3], [0.9, 0.1, -1.3], [0.4, 0.0, -0.2], [-2.0, 0.7, 0.7], [1.4, 0.1, -0.4], [1.3, 0.7, -2.2], [-0.2, -0.2, -0.2], [0.0, -0.5, 1.6], [1.7, 0.4, -1.9], [-0.8, 0.8, 0.0], [-0.2, -0.7, 1.1], [0.3, 0.6, -0.9], [0.7, -0.6, 0.1], [-0.7, 0.2, 0.1], [-0.3, -0.5, 0.7], [-0.4, -0.4, 0.2], [-0.8, -0.8, 1.1], [1.1, 0.7, 0.5], [-2.2, -1.6, 0.5], [0.2, 0.6, 0.5], [-1.6, -0.4, -1.6], [1.5, 1.1, 0.0], [0.6, -1.8, 1.2], [0.4, 0.9, 0.4], [-0.3, 0.9, 0.0], [-1.1, -0.5, -1.1], [0.6, -0.3, 0.0], [-0.5, 0.2, -0.1], [-0.1, 0.2, 0.0], [0.3, -0.3, 0.3], [1.1, 0.2, -0.7], [-0.4, -0.4, -0.4], [-1.1, 0.1, 0.3], [-0.3, 0.8, -0.2], [-0.8, 0.6, 1.5], [0.5, -0.5, -0.2], [0.0, 0.4, 0.0], [-0.1, -0.9, -0.4], [0.1, 0.4, -0.5], [0.3, -0.3, -0.1], [-0.4, 0.2, -0.2], [0.7, 0.2, 0.1], [0.3, -0.1, 0.8], [0.7, -0.3, -0.4], [0.3, -0.1, -0.3], [-1.5, -1.2, -0.2], [1.9, 0.8, 3.0], [-1.9, 0.4, -0.3], [1.1, 0.9, 1.4], [-1.0, -1.4, -1.4], [1.7, 0.4, 0.1], [0.1, -1.4, 0.3], [-0.1, 0.9, -0.5], [-0.8, -0.5, -0.3], [0.1, 0.2, 0.6], [0.7, 0.4, -0.2], [-0.4, -0.5, -1.4], [-0.1, 0.4, -1.6], [0.3, 0.5, 0.4], [0.4, 0.8, 0.7], [0.1, 1.4, -0.3], [-1.7, 0.0, 0.7], [2.2, -0.3, -0.5], [-1.1, 0.0, -0.1], [-1.0, 0.8, -1.3], [0.3, -0.3, 0.8], [0.3, -0.4, -0.3], [0.1, -0.3, 0.4], [-0.3, 0.1, -0.4], [0.2, -0.4, -0.4], [0.0, -0.2, 0.0], [0.7, -1.0, 0.4], [-0.2, 0.0, 0.0]], "gap_ev": 7.99, "e_tot_ha": -6789.8133, "homo_ha": -0.3384, "total_charge": 0}